111
Properties=species:S:1:pos:R:3:lowdin_charge:R:1 method="wB97M-V/def2-TZVPD" spin_multiplicity=1 relative_energy_ev=12.7045 homo_lumo_gap_ev=7.22 total_energy_ha=-6182.23558 max_force_ha_per_bohr=0.093 smiles="CCOC(=O)CCCc1c(CCCI)c(Br)c2c(c1CCCS)C(=O)N(CCc1ccccc1)C2=O.C[N+](=O)[O-].C[N+](=O)[O-].C[N+](=O)[O-].C[N+](=O)[O-].C[N+](=O)[O-].C[N+](=O)[O-]"
C -3.686 7.084 0.793 -0.080
C -2.579 6.320 -0.135 -0.223
O -1.546 5.800 0.741 -0.054
C -1.487 4.383 0.739 -0.362
O -1.565 3.635 -0.263 0.060
C -1.239 3.666 2.167 -0.068
C -2.596 3.254 2.929 -0.172
C -2.857 1.674 3.036 -0.156
C -2.816 0.887 1.648 -0.036
C -3.938 1.276 0.606 -0.084
C -5.069 2.372 0.886 -0.239
C -5.024 3.646 -0.093 -0.311
C -6.576 4.045 -0.398 -0.593
I -7.626 4.510 1.495 0.691
C -4.005 0.569 -0.798 -0.440
Br -5.350 0.978 -2.183 0.747
C -2.963 -0.540 -1.109 -0.029
C -1.880 -0.930 -0.037 0.028
C -1.753 -0.237 1.337 -0.045
C -0.627 -0.689 2.367 -0.148
C 0.867 -0.684 1.778 -0.248
C 1.216 0.560 0.816 -0.502
S 1.702 -0.038 -0.906 0.658
C -1.055 -2.115 -0.710 -0.319
O -0.252 -2.959 -0.252 0.041
N -1.458 -2.120 -2.133 0.038
C -1.627 -3.457 -2.789 -0.161
C -1.066 -3.282 -4.309 -0.130
C 0.475 -2.814 -4.307 -0.157
C 0.977 -1.724 -5.291 -0.023
C 2.479 -1.351 -5.266 -0.080
C 3.530 -1.985 -4.313 -0.072
C 2.996 -3.068 -3.306 -0.076
C 1.482 -3.477 -3.308 -0.023
C -2.748 -1.462 -2.414 -0.318
O -3.525 -1.516 -3.399 0.025
H -4.717 7.120 0.296 0.078
H -3.263 8.143 0.951 0.082
H -3.746 6.535 1.801 0.080
H -3.160 5.530 -0.717 0.094
H -2.172 7.065 -0.921 0.136
H -0.559 4.323 2.833 0.130
H -0.675 2.685 1.944 0.097
H -2.486 3.638 4.016 0.124
H -3.448 3.857 2.468 0.093
H -3.932 1.550 3.450 0.125
H -2.170 1.239 3.844 0.109
H -5.122 2.682 1.994 0.076
H -6.078 1.840 0.682 0.102
H -4.449 3.466 -1.065 0.092
H -4.608 4.527 0.516 0.064
H -6.679 4.912 -1.129 0.058
H -7.077 3.091 -0.786 0.023
H -0.867 -1.743 2.750 0.128
H -0.613 -0.014 3.305 0.105
H 1.574 -0.599 2.692 0.110
H 1.175 -1.641 1.239 0.077
H 0.423 1.380 0.785 0.058
H 2.177 1.053 1.231 0.070
H 2.484 -1.178 -0.657 -0.131
H -0.978 -4.287 -2.326 0.120
H -2.704 -3.856 -2.768 0.119
H -1.110 -4.303 -4.826 0.119
H -1.710 -2.563 -4.922 0.097
H 0.210 -1.260 -5.999 0.096
H 2.860 -0.559 -6.003 0.084
H 4.637 -1.683 -4.358 0.089
H 3.761 -3.552 -2.601 0.071
H 1.180 -4.272 -2.548 0.085
C 6.340 -0.660 0.063 0.057
N 5.139 -1.522 -0.084 -0.425
O 4.529 -1.814 0.935 0.036
O 4.847 -1.877 -1.214 0.029
H 6.475 -0.424 1.118 0.079
H 7.194 -1.217 -0.320 0.093
H 6.167 0.247 -0.515 0.108
C 5.166 -1.465 5.027 0.051
N 5.957 -0.567 4.147 -0.439
O 5.346 0.266 3.499 0.053
O 7.168 -0.731 4.136 0.051
H 4.112 -1.207 4.935 0.095
H 5.342 -2.488 4.697 0.100
H 5.513 -1.313 6.049 0.105
C 6.006 -4.919 1.063 0.043
N 7.386 -4.450 1.355 -0.437
O 7.875 -3.636 0.586 0.054
O 7.929 -4.915 2.343 0.066
H 5.651 -4.425 0.160 0.084
H 6.048 -5.998 0.921 0.103
H 5.382 -4.657 1.917 0.098
C -4.105 -4.093 -0.236 0.042
N -5.272 -3.762 0.622 -0.439
O -5.048 -3.470 1.786 0.063
O -6.372 -3.807 0.097 0.064
H -3.195 -4.014 0.358 0.096
H -4.245 -5.113 -0.592 0.107
H -4.088 -3.381 -1.061 0.077
C 7.791 2.653 5.450 0.046
N 6.561 3.187 6.089 -0.446
O 6.157 4.273 5.709 0.066
O 6.042 2.494 6.951 0.049
H 8.141 3.368 4.708 0.098
H 8.535 2.515 6.234 0.104
H 7.533 1.704 4.980 0.073
C -4.871 -1.081 -6.775 0.040
N -3.858 -1.260 -7.847 -0.446
O -4.236 -1.147 -9.001 0.064
O -2.717 -1.508 -7.491 0.048
H -5.834 -0.868 -7.236 0.094
H -4.915 -2.007 -6.203 0.100
H -4.547 -0.248 -6.152 0.099